42
Properties=species:S:1:pos:R:3:forces:R:3:mulliken_charge:R:1 method="wB97M-V/def2-TZVPD" homo_lumo_gap_ha=0.312 relative_energy_kcal_mol=0.0 smiles="C[C@@]1(NC(=O)CCCSc2ccccc2)CCS(=O)(=O)C1"
C 3.33061 1.22826 -2.18592 0.019 -0.132 0.181 -1.984
H 3.93756 0.71979 -2.92945 0.109 -0.071 -0.104 0.464
H 3.76958 2.19958 -1.97396 0.071 0.110 0.004 0.406
H 2.33001 1.37629 -2.58147 -0.006 0.008 -0.049 0.397
C 3.25136 0.39912 -0.90482 -0.313 0.223 -0.793 1.100
N 2.44821 1.09462 0.09582 0.276 0.023 0.057 -0.076
C 1.13233 1.38743 -0.05873 0.257 0.183 0.567 0.560
O 0.52454 1.21208 -1.09369 -0.271 -0.031 -0.351 -0.673
C 0.51999 1.98128 1.20062 -0.458 0.117 -0.155 -0.821
H 0.69582 1.29361 2.03176 0.077 0.024 0.056 0.357
H 1.04715 2.91158 1.42327 0.070 -0.052 0.052 0.427
C -0.97365 2.26501 1.05129 0.058 -0.139 -0.044 -0.998
C -1.77547 0.98271 0.88346 -0.602 -0.058 -0.048 -0.539
H -1.57942 0.29052 1.70487 0.096 -0.041 -0.042 0.459
H -1.54555 0.51962 -0.07466 0.064 -0.039 0.095 0.416
S -3.55634 1.39578 0.90309 0.275 0.073 0.011 -0.299
C -4.35453 -0.10643 0.42676 0.210 0.184 0.079 0.920
C -3.69952 -1.31771 0.25436 0.030 0.040 0.008 -0.449
C -4.42000 -2.43971 -0.11909 -0.041 -0.113 -0.034 -0.590
C -5.78706 -2.36904 -0.31613 -0.019 -0.111 -0.027 -0.498
C -6.44137 -1.15977 -0.13622 -0.046 -0.009 0.000 -0.470
C -5.73240 -0.03490 0.23159 0.111 0.034 0.031 -0.617
H -6.23153 0.91192 0.37198 -0.114 0.097 -0.009 0.353
H -7.50885 -1.09332 -0.28574 -0.089 0.009 -0.013 0.361
H -6.34028 -3.24927 -0.60686 -0.046 -0.068 -0.023 0.363
H -3.90112 -3.37780 -0.25401 0.025 -0.080 -0.013 0.353
H -2.63537 -1.40248 0.40694 0.085 0.029 0.019 0.337
H -1.32823 2.80200 1.93351 0.043 0.056 -0.019 0.511
H -1.13541 2.89754 0.17709 -0.016 0.044 0.052 0.369
H 2.82167 1.08479 1.03616 -0.206 0.131 0.013 0.398
C 4.61400 0.14255 -0.28564 -0.502 -0.567 0.509 -1.126
H 5.31527 -0.30065 -0.98454 0.005 -0.077 -0.103 0.434
H 5.04537 1.01278 0.19749 0.067 0.026 0.160 0.467
S 4.18326 -1.10088 0.98087 0.297 -0.276 0.006 1.207
O 3.74360 -0.39878 2.16230 -0.221 0.278 0.157 -0.668
O 5.21759 -2.08030 1.14392 0.149 -0.207 -0.289 -0.714
C 2.72873 -1.79968 0.11252 0.540 0.285 0.201 -0.688
C 2.65408 -1.00137 -1.17488 -0.153 0.212 -0.268 -1.175
H 3.23512 -1.48520 -1.96054 0.023 -0.002 -0.037 0.511
H 1.62766 -0.88787 -1.52469 0.077 -0.060 -0.013 0.451
H 1.87045 -1.64456 0.75912 0.000 0.033 0.108 0.277
H 2.90214 -2.85911 -0.03773 0.069 -0.084 0.068 0.488

49
Properties=species:S:1:pos:R:3:forces:R:3:mulliken_charge:R:1 method="wB97M-V/def2-TZVPD" homo_lumo_gap_ha="0.290 / 0.293" charge=+1 relative_energy_kcal_mol=0.0 multiplicity=3
V -0.24564 -0.56673 -0.26711 -0.309 0.114 0.230 0.483
S -1.23810 -0.93057 -2.37661 0.163 0.100 0.166 -0.495
C 0.05667 0.18864 -2.80714 -0.196 -0.158 -0.128 0.494
C 0.30086 0.72978 -4.06542 0.036 0.016 0.032 -0.756
C 1.35762 1.61037 -4.19652 0.006 0.000 0.018 -0.192
C 2.13803 1.93765 -3.08881 -0.027 -0.021 0.033 -0.901
C 1.82404 1.36512 -1.87445 0.020 0.079 -0.049 -0.214
N 0.80855 0.50865 -1.74771 0.034 -0.124 -0.003 0.155
H -0.32889 0.46271 -4.90131 -0.009 -0.007 -0.001 0.468
H 1.57613 2.05038 -5.16037 0.002 0.006 -0.010 0.417
H 2.96426 2.62792 -3.16870 0.008 0.007 0.005 0.443
H 2.37897 1.59220 -0.97207 0.014 0.005 -0.021 0.467
C -1.80810 -2.55089 3.39848 0.003 0.017 -0.013 -1.411
C -0.78972 -1.92134 2.49855 0.055 -0.030 0.053 0.641
O -1.07665 -1.62883 1.32868 -0.014 0.161 -0.236 -0.477
N 0.42573 -1.67926 3.01325 -0.056 -0.015 -0.016 -0.012
C 1.51570 -1.04336 2.27745 0.036 0.097 0.078 -0.800
C 2.05624 -1.91997 1.17584 0.080 -0.129 -0.025 0.857
C 3.13923 -2.75666 1.37498 -0.006 -0.028 -0.077 -0.884
C 3.54691 -3.59279 0.34362 -0.018 0.047 0.061 -0.283
C 2.83781 -3.58978 -0.84465 -0.112 -0.045 0.018 -0.844
C 1.76126 -2.73047 -0.97185 0.162 0.189 -0.136 -0.287
N 1.40737 -1.88354 0.00124 -0.031 -0.037 0.126 0.429
H -2.63542 -2.90423 2.79134 -0.013 -0.026 0.030 0.354
H -2.17964 -1.80293 4.10093 -0.009 0.018 -0.020 0.334
H -1.38487 -3.37359 3.97275 0.014 -0.013 -0.009 0.424
H 0.58729 -1.93732 3.97306 -0.004 -0.012 -0.016 0.281
H 2.30425 -0.82245 2.99454 -0.021 -0.018 -0.014 0.671
H 1.17655 -0.08224 1.87916 -0.016 -0.035 -0.021 -0.119
H 3.65845 -2.75113 2.32339 0.002 0.002 0.011 0.469
H 4.40128 -4.24233 0.47540 0.006 -0.014 -0.008 0.428
H 3.10039 -4.24240 -1.66407 0.013 -0.006 -0.001 0.438
H 1.16407 -2.68576 -1.87517 0.061 0.009 -0.013 0.440
C -3.55979 1.20137 -0.36084 -0.005 0.096 0.077 -1.027
Si -2.07875 2.25820 0.11047 -0.093 -0.081 -0.129 0.046
C -2.56735 3.35614 1.55082 0.021 -0.047 -0.014 -1.096
C -1.55231 3.29889 -1.35966 0.050 -0.114 0.016 -0.836
C -0.59145 1.22077 0.66473 0.194 0.058 -0.053 -0.712
H -4.45993 1.82036 -0.32601 -0.019 -0.017 -0.025 0.371
H -3.71855 0.36427 0.32344 0.032 0.012 0.050 0.313
H -3.47330 0.79206 -1.36677 0.036 0.007 -0.027 0.300
H -3.30948 4.09844 1.25247 -0.025 0.004 -0.044 0.330
H -1.71112 3.89165 1.96392 0.031 0.008 -0.010 0.320
H -3.00873 2.76106 2.35350 0.009 -0.013 0.022 0.297
H -2.39702 3.83231 -1.79754 -0.043 0.015 0.024 0.377
H -1.12156 2.67240 -2.14594 -0.019 0.004 -0.009 0.161
H -0.80170 4.03973 -1.07692 0.012 0.008 0.024 0.286
H -0.71583 1.06251 1.74532 -0.055 -0.070 -0.009 0.482
H 0.26624 1.89500 0.52829 0.000 -0.019 0.063 0.373

87
Properties=species:S:1:pos:R:3:forces:R:3:mulliken_charge:R:1 method="wB97M-V/def2-TZVPD" homo_lumo_gap_ha=0.170 charge=-2 relative_energy_kcal_mol=19.7
Tl -0.15633 -1.73458 -0.72423 0.061 -0.391 -0.328 0.291
C 1.76497 -1.73458 3.33507 0.048 -0.022 -0.063 -1.577
C 2.29517 -2.03188 1.96297 0.126 0.098 0.006 0.503
C 2.81637 -0.99838 1.19497 0.082 -0.161 -0.052 0.128
C 3.33697 -1.24518 -0.06813 0.186 -0.043 0.089 1.311
C 3.92317 -0.13668 -0.89263 -0.055 -0.096 0.058 -1.188
C 3.33437 -2.54448 -0.55633 -0.038 0.123 0.251 -0.734
C 2.81327 -3.59298 0.19047 0.151 0.118 0.081 0.770
C 2.81487 -4.97998 -0.37433 -0.058 0.016 -0.041 -1.618
C 2.30007 -3.32258 1.45147 0.058 0.083 -0.013 -0.645
H 1.13997 -0.84488 3.30537 -0.156 0.037 0.073 0.163
H 2.59017 -1.54068 4.02257 0.032 0.004 0.102 0.407
H 1.18237 -2.56758 3.72167 -0.104 -0.006 0.037 0.332
H 2.79487 0.01482 1.58457 -0.027 0.018 -0.021 0.064
H 4.97207 0.01662 -0.62873 0.056 0.082 -0.036 0.391
H 3.39137 0.79832 -0.72613 -0.031 0.064 -0.043 -0.166
H 3.86587 -0.39008 -1.94833 0.019 0.081 -0.117 0.365
H 3.72317 -2.73658 -1.54513 0.020 -0.046 -0.208 0.322
H 3.83427 -5.30618 -0.59463 -0.026 -0.052 -0.014 0.440
H 2.24327 -4.99318 -1.30103 -0.049 -0.100 -0.112 0.238
H 2.35697 -5.68078 0.31867 -0.029 -0.111 0.031 0.332
H 1.88327 -4.12618 2.04167 -0.124 -0.114 0.038 0.168
Br -1.82493 -0.75798 1.78197 -0.389 -0.378 0.293 -0.072
C -2.70703 -2.43098 2.21127 -0.089 0.771 0.353 0.834
C -3.64683 -2.36058 3.20467 0.200 0.339 -0.116 -0.695
C -4.29383 -3.52618 3.63387 -0.056 -0.280 -0.021 -0.553
C -3.95933 -4.71968 3.06197 -0.186 0.014 0.283 -0.762
C -2.99383 -4.79808 2.03727 0.093 0.187 -0.172 1.127
C -2.66563 -6.03548 1.45657 0.041 -0.324 -0.158 -0.771
C -1.74113 -6.09518 0.44907 -0.171 -0.249 0.243 -1.088
C -1.11953 -4.93088 -0.01523 0.161 0.810 0.105 0.273
C -1.38313 -3.65808 0.48227 0.103 -0.275 -0.077 -1.198
C -2.33633 -3.62018 1.54897 0.161 -0.196 -0.182 0.415
H -3.88353 -1.41278 3.66687 0.038 0.064 -0.040 0.430
H -5.04413 -3.46498 4.41377 0.014 -0.040 -0.001 0.352
H -4.43083 -5.63458 3.39957 -0.053 -0.094 -0.018 0.293
H -3.16813 -6.93168 1.80617 -0.011 -0.003 0.030 0.275
H -1.49433 -7.05308 0.00287 0.003 -0.042 -0.026 0.369
H -0.39893 -5.03178 -0.81813 0.006 -0.004 -0.205 0.266
S -4.35213 -2.54678 -7.29923 -0.326 -0.087 -0.437 -0.410
C -3.50393 -2.44948 -5.87873 0.381 -0.013 0.575 0.074
S -2.05083 -3.33388 -5.55803 -0.482 0.547 0.296 -0.160
C -1.66153 -2.65628 -3.96273 -0.768 0.205 -0.446 -0.062
C -2.55813 -1.73648 -3.50323 -0.003 -0.365 -0.593 -0.262
S -2.50483 -0.78498 -2.07563 -0.095 0.330 0.609 -0.167
S -3.95473 -1.44248 -4.54913 0.582 -0.372 -0.311 -0.147
S -0.21463 -3.22018 -3.25253 0.727 -0.244 0.226 -0.413
C -0.87493 2.33332 -3.55883 0.504 0.093 0.522 -0.719
Si 0.59877 2.87122 -2.48243 0.177 0.358 -1.033 0.577
C 2.21227 2.16962 -3.23723 -0.548 0.119 0.432 -1.116
C 0.76107 4.78672 -2.64013 -0.113 -0.693 0.382 -0.965
Sb 0.32287 1.96342 -0.06913 0.035 0.706 -0.187 -0.646
Si -1.85423 3.30642 0.40237 -0.862 0.654 0.297 0.540
C -1.88173 5.21032 0.05147 0.316 -0.761 -0.016 -0.947
C -3.28433 2.54102 -0.59153 0.648 0.102 0.326 -0.678
C -2.23843 3.16992 2.27587 0.252 -0.098 -0.682 -0.862
Si 1.92867 3.53582 1.25777 0.690 0.265 0.936 0.629
C 3.78137 3.03672 1.11807 -0.689 -0.058 -0.298 -1.262
C 1.45937 3.08892 3.06267 -0.041 0.021 -0.537 -1.170
C 2.01907 5.45822 1.21977 -0.403 -0.638 -0.353 -1.320
H -0.68613 2.44942 -4.62273 0.229 0.131 -0.166 0.393
H -1.76423 2.90582 -3.31573 -0.163 0.141 0.068 0.264
H -1.11243 1.28982 -3.37653 -0.110 -0.284 0.088 0.038
H 2.38097 2.53992 -4.24493 -0.117 0.167 -0.187 0.452
H 2.15067 1.08842 -3.28963 0.004 -0.285 0.031 0.182
H 3.07907 2.43262 -2.63683 0.155 0.035 0.144 0.325
H 0.95617 5.09792 -3.66283 0.043 -0.132 -0.264 0.381
H 1.56487 5.16392 -2.01573 0.191 0.081 0.152 0.179
H -0.15593 5.26662 -2.31803 -0.181 0.130 0.085 0.195
H -1.88103 5.40792 -1.01533 0.003 0.020 -0.220 0.310
H -1.01303 5.70172 0.47767 0.183 0.096 0.069 0.057
H -2.76583 5.68362 0.47007 -0.259 -0.097 0.155 0.372
H -3.16953 2.72572 -1.65363 0.064 0.020 -0.207 0.227
H -4.25933 2.91642 -0.29363 -0.113 0.215 0.220 0.401
H -3.29113 1.46352 -0.47103 -0.020 -0.288 -0.001 0.035
H -1.46863 3.65092 2.86757 0.187 0.137 0.119 0.213
H -2.27563 2.12782 2.56657 -0.014 -0.317 0.120 0.128
H -3.19123 3.62322 2.53457 -0.225 0.135 -0.115 0.397
H 3.91917 1.97932 1.30937 0.021 -0.278 0.017 0.355
H 4.39167 3.57622 1.83557 -0.028 0.258 0.235 0.447
H 4.17997 3.24202 0.12857 0.075 0.022 -0.232 0.298
H 1.15227 2.04782 3.11177 -0.041 -0.229 0.046 0.179
H 0.61257 3.67972 3.39357 -0.197 0.158 0.082 0.347
H 2.26337 3.23242 3.77847 0.279 0.114 0.027 0.454
H 2.45007 5.80202 0.28527 0.071 0.095 -0.236 0.324
H 2.62667 5.85182 2.02937 0.172 -0.137 0.242 0.439
H 1.02847 5.89172 1.30517 -0.196 0.142 0.011 0.303

13
Properties=species:S:1:pos:R:3:forces:R:3:mulliken_charge:R:1 method="wB97M-V/def2-TZVPD" homo_lumo_gap_ha=0.347 relative_energy_kcal_mol=7.5
C 0.89532 0.05189 -0.00683 -0.404 0.455 0.140 0.511
C -1.11353 0.77616 -0.11200 -0.475 0.472 0.149 0.418
H -2.94496 -1.42281 -0.45319 0.032 -0.055 -0.065 0.273
H -2.62775 -0.77270 1.01177 0.455 -0.503 -0.669 0.287
H 0.41516 -1.87563 -0.56080 0.049 0.071 0.045 0.287
H 2.83452 1.21785 -0.09676 -0.073 -0.031 0.002 0.175
H -1.95963 2.42237 0.21300 0.137 0.308 0.042 0.266
N -2.21575 -1.35246 0.24536 -0.348 0.674 0.666 -0.644
N -1.17208 -0.62019 -0.34059 -0.085 0.092 0.072 0.301
N 0.12241 -1.08476 0.00014 0.193 0.091 -0.114 -0.369
N 0.23323 1.17233 -0.02120 0.136 -0.805 -0.117 -0.549
N -2.18147 1.45664 0.03366 0.366 -0.720 -0.127 -0.699
S 2.63047 -0.09615 0.07358 0.017 -0.049 -0.023 -0.256

20
Properties=species:S:1:pos:R:3:forces:R:3:mulliken_charge:R:1 method="wB97M-V/def2-TZVPD" homo_lumo_gap_ha=0.328 relative_energy_kcal_mol=34.1
C 0.67453 0.39775 -0.77709 0.081 -0.784 2.095 -0.200
C -1.94840 0.34257 1.10073 0.129 0.093 0.205 -1.312
C -0.32890 -0.71421 -0.60969 -1.118 -0.447 -0.410 0.798
N 0.08920 1.60965 -1.30172 0.100 0.245 0.035 -0.659
N 0.03234 -1.86822 -1.32253 0.014 -0.108 0.028 -0.572
C -1.41098 -0.71608 0.19498 0.303 0.065 -0.748 -0.378
C 1.24299 0.42945 0.68950 0.787 1.316 -1.447 -0.128
C 2.37681 -0.14302 1.06114 -0.112 0.011 -0.034 -0.897
H 1.48273 0.07158 -1.43979 -0.166 0.016 0.103 0.431
H 0.73658 2.38560 -1.21766 -0.059 -0.016 -0.015 0.260
H -0.76882 1.85763 -0.82535 0.082 -0.056 -0.040 0.252
H 0.35387 -1.67946 -2.26138 -0.021 -0.021 0.026 0.223
H -0.67654 -2.58865 -1.31170 0.069 0.020 -0.035 0.229
H -2.03243 -1.60427 0.16025 0.076 -0.170 -0.014 0.250
H 0.75776 1.14056 1.34448 -0.218 -0.070 0.167 0.240
H -3.01954 0.48026 0.94513 -0.008 0.028 -0.074 0.353
H -1.46738 1.31013 0.98767 0.023 0.086 -0.007 0.276
H -1.82577 0.05565 2.14700 0.013 0.001 0.104 0.271
H 2.91050 -0.81954 0.41303 0.138 -0.040 -0.224 0.267
H 2.82144 0.05261 2.02300 -0.116 -0.170 0.284 0.297